Arrangement A

Below is one molecule with the formula C15H21N3O5, with properties calculated with ωB97M-V/def2-TZVPD.

Structure (XYZ):
```
44
Properties=species:S:1:pos:R:3
O 1.839 -2.211 -2.682
O -0.382 2.595 -3.448
O -0.811 -2.837 -3.456
O -2.752 -2.216 2.261
O -1.465 -0.184 3.430
C 1.035 -1.294 -2.765
C 0.357 2.464 -2.419
C -0.822 -2.522 0.834
C 0.401 -1.919 0.324
C 0.182 0.000 1.719
C -1.469 -1.815 1.912
C -0.894 -0.635 2.339
C 0.848 -0.670 0.726
N -0.304 -1.583 -2.896
N 0.618 3.625 -1.829
N 1.641 1.196 -0.595
C -3.665 -1.220 1.727
C -1.270 -0.909 4.632
C 2.099 -0.003 0.138
C 1.478 0.158 -2.885
C 1.100 3.547 -0.464
C 2.216 2.494 -0.278
C 0.736 1.057 -1.820
H -0.306 -3.671 -3.190
H -1.318 -3.226 0.139
H 0.855 -2.405 -0.461
H 0.436 0.969 2.140
H -0.892 -0.762 -2.934
H -0.020 4.407 -2.148
H -4.581 -1.337 2.216
H -3.844 -1.318 0.671
H -3.376 -0.159 1.953
H -2.225 -1.133 4.940
H -0.762 -1.775 4.455
H -0.690 -0.424 5.377
H 2.782 0.136 1.034
H 2.438 -0.747 -0.460
H 1.168 0.433 -3.937
H 2.550 0.226 -2.830
H 1.446 4.493 -0.139
H 0.207 3.314 0.179
H 3.105 2.666 -0.922
H 2.545 2.483 0.802
H -0.232 0.711 -1.390
```

Calculated values
E_HOMO = -8.333 eV
SMILES = COc1ccc(CN2CCNC(=O)[C@H]2CC(=O)NO)cc1OC
Multiplicity = 1
Charge = 0
Kohn-Sham gap = 8.8976 eV

=====

Arrangement B

Below is a 2-piece molecular cluster, C15H21N3O5 overall, with properties calculated with ωB97M-V/def2-TZVPD.

Structure (XYZ):
```
44
Properties=species:S:1:pos:R:3
O 2.146 5.688 -1.177
O -1.759 -2.513 -3.072
O -2.236 -4.128 2.237
O 4.359 5.404 -1.178
O 2.583 1.929 -1.395
C 3.212 5.209 -0.704
C -1.291 -2.673 -1.957
C -2.681 -3.373 1.383
C 3.079 4.374 0.522
C 1.945 0.244 0.188
C 0.260 1.425 -1.128
C 0.928 -0.501 0.816
C -0.753 0.664 -0.513
C 1.610 1.205 -0.789
C -0.421 -0.301 0.460
N -4.009 -3.331 1.201
N -2.053 -2.453 -0.887
N 1.885 4.124 1.005
C 0.141 -3.142 -1.802
C 4.288 3.789 1.213
C -4.809 -2.495 0.303
C -1.508 -1.133 1.120
C -1.689 -2.546 0.535
H 3.356 1.403 -1.613
H 2.980 0.080 0.449
H 0.018 2.164 -1.879
H 1.183 -1.241 1.563
H -1.785 0.816 -0.799
H -4.515 -3.960 1.808
H -2.994 -2.174 -1.105
H 1.734 3.507 1.797
H 1.078 4.491 0.494
H 0.715 -2.390 -1.265
H 0.571 -3.283 -2.793
H 0.157 -4.088 -1.265
H 4.010 3.233 2.113
H 4.977 4.594 1.492
H 4.814 3.118 0.528
H -5.843 -2.474 0.651
H -4.434 -1.471 0.287
H -4.798 -2.911 -0.708
H -1.265 -1.230 2.179
H -2.453 -0.594 1.057
H -0.731 -3.057 0.629
```

Calculated values
E_HOMO = -8.833 eV
Multiplicity = 1
Charge = 0
Kohn-Sham gap = 8.0824 eV

=====

According to the calculations, the structures order from most to least stable as arrangement B, arrangement A.

=====

Arrangement A

Below is C40H36AuN4S5 as an isolated structure, with properties calculated with ωB97M-V/def2-TZVPD.

Structure (XYZ):
```
86
Properties=species:S:1:pos:R:3
Au -1.208 1.764 2.516
N -0.006 2.304 0.826
S 0.833 1.983 -0.300
N 1.483 0.462 -0.445
S 0.788 -0.783 -1.031
N -0.673 -1.160 -0.735
S -1.419 -1.326 0.742
N -1.625 -0.201 1.621
C -2.939 -2.029 0.133
C -2.987 -2.922 -0.932
C -4.215 -3.408 -1.343
C -5.379 -2.994 -0.701
C -5.317 -2.095 0.351
C -4.088 -1.607 0.775
C -0.535 -2.719 1.438
C -0.945 -4.036 1.302
C -0.194 -5.041 1.895
C 0.953 -4.729 2.607
C 1.345 -3.405 2.751
C 0.592 -2.393 2.178
C 1.949 -2.073 -0.609
C 3.159 -1.775 -0.001
C 4.034 -2.812 0.283
C 3.695 -4.119 -0.034
C 2.478 -4.401 -0.640
C 1.600 -3.373 -0.937
C 0.831 -0.785 -2.821
C 2.073 -0.589 -3.411
C 2.178 -0.610 -4.790
C 1.046 -0.823 -5.565
C -0.187 -1.016 -4.964
C -0.305 -1.003 -3.581
C 2.362 2.892 -0.347
C 3.451 2.520 -1.124
C 4.595 3.297 -1.091
C 4.647 4.428 -0.282
C 3.558 4.783 0.497
C 2.404 4.012 0.466
C 0.064 2.265 -1.894
C 0.725 2.720 -3.021
C 0.009 2.896 -4.196
C -1.351 2.627 -4.234
C -2.007 2.190 -3.093
C -1.303 2.013 -1.914
H -2.077 -3.217 -1.437
H -4.271 -4.104 -2.169
H -6.336 -3.374 -1.030
H -6.224 -1.771 0.843
H -4.010 -0.899 1.590
H -1.844 -4.285 0.757
H -0.516 -6.069 1.802
H 1.534 -5.516 3.068
H 2.229 -3.155 3.321
H 0.872 -1.353 2.310
H 3.399 -0.752 0.254
H 4.980 -2.594 0.758
H 4.380 -4.924 0.192
H 2.213 -5.421 -0.882
H 0.650 -3.582 -1.413
H 2.953 -0.440 -2.797
H 3.142 -0.465 -5.258
H 1.130 -0.841 -6.644
H -1.068 -1.179 -5.570
H -1.260 -1.149 -3.096
H 3.408 1.627 -1.732
H 5.452 3.020 -1.689
H 5.547 5.028 -0.258
H 3.605 5.657 1.131
H 1.543 4.265 1.072
H 1.782 2.945 -2.995
H 0.519 3.257 -5.079
H -1.904 2.776 -5.152
H -3.072 1.997 -3.113
H -1.804 1.701 -1.006
C -2.380 5.209 5.358
C -2.150 3.890 4.671
S -1.769 3.960 3.017
C -2.270 2.681 5.353
C -2.773 2.601 6.767
S -1.754 1.204 4.682
H -2.394 6.026 4.641
H -1.599 5.407 6.096
H -3.336 5.213 5.882
H -3.299 3.500 7.076
H -1.946 2.442 7.462
H -3.450 1.752 6.870
```

Calculated values
E_HOMO (spin up / spin down) = -8.935 / -8.935 eV
Multiplicity = 1
Charge = +1
Kohn-Sham gap (spin up / spin down) = 5.7860 / 5.7867 eV

=====

Arrangement B

Below is C40H36AuN4S5 as an isolated structure, with properties calculated with ωB97M-V/def2-TZVPD.

Structure (XYZ):
```
86
Properties=species:S:1:pos:R:3
Au -1.411 2.255 1.695
N -2.063 0.320 1.381
S -1.918 -0.872 0.585
N -1.146 -0.786 -0.870
S 0.366 -1.001 -1.072
N 1.427 -0.488 -0.083
S 1.590 1.052 0.485
N 0.532 1.728 1.189
C 3.030 0.778 1.491
C 3.951 -0.234 1.251
C 5.047 -0.351 2.092
C 5.210 0.533 3.151
C 4.280 1.537 3.379
C 3.178 1.666 2.546
C 2.189 1.934 -0.948
C 3.504 1.862 -1.383
C 3.870 2.560 -2.524
C 2.925 3.299 -3.223
C 1.612 3.361 -2.776
C 1.238 2.687 -1.623
C 0.620 -0.393 -2.716
C -0.422 0.166 -3.438
C -0.155 0.655 -4.709
C 1.130 0.585 -5.227
C 2.163 0.026 -4.483
C 1.913 -0.471 -3.217
C 0.755 -2.730 -1.168
C 0.097 -3.461 -2.150
C 0.320 -4.825 -2.224
C 1.182 -5.437 -1.321
C 1.822 -4.691 -0.343
C 1.613 -3.321 -0.258
C -3.466 -1.553 0.041
C -3.588 -2.341 -1.096
C -4.835 -2.843 -1.430
C -5.937 -2.552 -0.634
C -5.800 -1.757 0.494
C -4.557 -1.249 0.840
C -1.098 -2.213 1.436
C -1.320 -3.549 1.128
C -0.609 -4.519 1.818
C 0.307 -4.149 2.795
C 0.514 -2.810 3.095
C -0.195 -1.829 2.417
H 3.813 -0.916 0.424
H 5.774 -1.134 1.921
H 6.067 0.435 3.805
H 4.406 2.219 4.209
H 2.429 2.429 2.714
H 4.241 1.288 -0.837
H 4.897 2.530 -2.864
H 3.217 3.842 -4.112
H 0.881 3.951 -3.312
H 0.228 2.756 -1.237
H -1.411 0.226 -3.006
H -0.953 1.095 -5.291
H 1.331 0.971 -6.217
H 3.165 -0.019 -4.890
H 2.708 -0.904 -2.623
H -0.567 -2.971 -2.851
H -0.175 -5.410 -2.987
H 1.353 -6.503 -1.382
H 2.485 -5.174 0.363
H 2.082 -2.727 0.512
H -2.725 -2.546 -1.714
H -4.950 -3.454 -2.315
H -6.910 -2.944 -0.902
H -6.662 -1.523 1.104
H -4.428 -0.608 1.703
H -2.036 -3.834 0.369
H -0.778 -5.564 1.597
H 0.850 -4.912 3.337
H 1.218 -2.526 3.866
H -0.070 -0.777 2.648
C -4.668 5.196 3.074
C -3.364 4.569 2.659
S -3.496 2.851 2.303
C -2.206 5.213 2.547
C -2.002 6.676 2.807
S -0.744 4.385 2.018
H -5.424 4.431 3.254
H -5.052 5.863 2.300
H -4.555 5.768 3.995
H -2.857 7.102 3.330
H -1.868 7.224 1.872
H -1.113 6.845 3.418
```

Calculated values
E_HOMO = -8.950 eV
Multiplicity = 1
Charge = +1
Kohn-Sham gap = 6.4069 eV

=====

According to the calculations, the structures order from most to least stable as arrangement B, arrangement A.

=====

Arrangement A

Below is a 13-piece molecular cluster, C6H40N2O12 overall, with properties calculated with ωB97M-V/def2-TZVPD.

Structure (XYZ):
```
60
Properties=species:S:1:pos:R:3
C -0.651 -2.418 1.134
C -0.645 -3.936 1.171
C 0.295 -1.738 0.035
N -0.386 -0.837 -0.856
C 0.015 -0.848 -2.279
C -0.550 0.492 -0.265
C -1.081 1.552 -1.236
N -1.270 2.842 -0.533
H -1.588 -2.114 0.625
H -0.553 -1.886 2.077
H 0.157 -4.309 1.805
H -0.792 -4.452 0.239
H -1.484 -4.163 1.856
H 1.049 -1.160 0.624
H 0.760 -2.617 -0.454
H 0.849 -0.132 -2.396
H 0.404 -1.817 -2.575
H -0.898 -0.675 -2.837
H -1.220 0.566 0.596
H 0.494 0.777 0.035
H -1.990 1.136 -1.681
H -0.396 1.557 -2.083
H -0.377 3.317 -0.586
H -1.997 3.384 -0.982
H 3.342 1.921 -1.943
H 1.985 1.287 -1.420
O 2.862 1.123 -1.731
H 1.487 2.492 2.222
H 2.967 2.970 1.991
O 2.060 3.176 1.737
H -3.527 -0.432 0.150
H -2.841 -1.082 -1.029
O -3.724 -0.818 -0.714
H 3.661 -1.333 0.554
H 3.755 0.178 0.357
O 3.723 -0.512 1.047
H -4.216 -3.142 -1.805
H -3.012 -3.166 -0.789
O -3.449 -3.637 -1.491
H 1.003 0.684 2.930
H -0.198 1.920 2.776
O 0.637 1.545 3.155
H 1.165 3.101 -3.247
H 0.750 2.766 -4.632
O 0.363 2.858 -3.731
H 2.324 3.584 0.084
H 2.584 4.422 -1.241
O 2.303 3.576 -0.893
H 1.491 -4.329 -2.676
H 0.253 -4.648 -2.086
O 0.874 -3.890 -2.079
H 3.265 -0.529 3.672
H 2.504 -1.213 2.660
O 2.499 -1.110 3.621
H -2.810 0.916 2.166
H -3.807 -0.150 2.588
O -3.559 0.394 1.848
H -1.655 3.441 2.787
H -1.544 2.531 1.374
O -1.662 2.586 2.354
```

Calculated values
E_HOMO = -8.146 eV
Multiplicity = 1
Charge = 0
Kohn-Sham gap = 8.2771 eV

=====

Arrangement B

Below is a 13-piece molecular cluster, C6H40N2O12 overall, with properties calculated with ωB97M-V/def2-TZVPD.

Structure (XYZ):
```
60
Properties=species:S:1:pos:R:3
C 1.779 0.859 1.270
C 0.265 0.396 1.268
C -0.574 1.002 0.124
C -1.958 1.544 0.610
C -1.771 2.927 1.252
N 0.255 -1.074 1.145
C -0.989 -1.749 1.531
N -0.807 -3.188 1.225
H 1.937 1.359 2.215
H 2.333 -0.073 1.148
H 2.033 1.417 0.380
H -0.270 0.722 2.161
H -0.134 1.940 -0.209
H -0.745 0.293 -0.683
H -2.420 0.870 1.340
H -2.639 1.562 -0.243
H -2.470 3.129 2.064
H -0.743 3.081 1.561
H -2.074 3.667 0.504
H 0.589 -1.399 0.257
H -1.796 -1.503 0.839
H -1.105 -1.525 2.580
H -1.409 -3.728 1.829
H 0.133 -3.488 1.463
H -0.689 -1.367 -1.583
H -1.430 -2.564 -1.995
O -1.271 -1.646 -2.290
H -3.688 -0.729 -2.063
H -3.211 -1.794 -3.003
O -4.020 -1.448 -2.609
H 0.405 1.678 -4.248
H 1.229 0.772 -5.038
O 1.353 1.473 -4.387
H -0.030 1.657 4.633
H -0.214 2.998 3.990
O -0.665 2.405 4.601
H 1.536 2.025 -2.724
H 2.535 2.897 -2.199
O 1.798 2.380 -1.848
H 2.475 -2.114 -1.405
H 2.795 -3.585 -1.275
O 2.063 -2.965 -1.259
H -1.140 -0.197 -3.378
H -2.053 0.928 -3.675
O -1.149 0.647 -3.865
H 0.615 -3.823 -1.717
H -0.600 -4.472 -1.005
O -0.308 -4.111 -1.848
H 0.838 -0.060 3.446
H 1.375 -0.200 4.870
O 1.189 0.437 4.194
H 0.742 -0.756 -2.717
H 2.037 0.194 -2.640
O 1.577 -0.572 -2.299
H 0.904 4.647 0.402
H 1.816 3.480 -0.214
O 1.433 3.868 0.579
H 1.477 -3.058 3.438
H 1.362 -1.943 2.263
O 1.495 -2.121 3.240
```

Calculated values
E_HOMO = -9.221 eV
Multiplicity = 1
Charge = 0
Kohn-Sham gap = 9.2932 eV

=====

According to the calculations, the structures order from most to least stable as arrangement B, arrangement A.

=====

Arrangement A

Below is a 2-piece molecular cluster, C2H8O2 overall, with properties calculated with ωB97M-V/def2-TZVPD.

Structure (XYZ):
```
12
Properties=species:S:1:pos:R:3
C 0.687 -2.254 -1.218
O -0.158 -1.289 -0.612
H 0.174 -2.818 -2.005
H 1.580 -1.793 -1.649
H 0.982 -2.947 -0.436
H -0.492 -0.716 -1.308
C -0.407 1.678 0.999
O -1.122 2.773 1.550
H -0.781 1.516 -0.012
H 0.665 1.881 0.937
H -0.566 0.755 1.562
H -0.562 3.215 2.192
```

Calculated values
E_HOMO = -10.252 eV
SMILES = CO.CO
Multiplicity = 1
Charge = 0
Kohn-Sham gap = 11.1238 eV

=====

Arrangement B

Below is a 2-piece molecular cluster, C2H8O2 overall, with properties calculated with ωB97M-V/def2-TZVPD.

Structure (XYZ):
```
12
Properties=species:S:1:pos:R:3
C 0.943 1.527 0.331
O 1.181 2.867 -0.065
H 0.583 3.451 0.401
H 0.064 1.125 -0.177
H 0.787 1.457 1.409
H 1.765 0.899 0.001
C -0.906 -1.503 -0.344
O -0.323 -2.813 -0.352
H -1.000 -3.479 -0.221
H -1.979 -1.544 -0.156
H -0.684 -1.027 -1.298
H -0.431 -0.961 0.470
```

Calculated values
E_HOMO = -10.394 eV
SMILES = CO.CO
Multiplicity = 1
Charge = 0
Kohn-Sham gap = 11.2393 eV

=====

According to the calculations, the structures order from most to least stable as arrangement A, arrangement B.

=====

Arrangement A

Below is a 2-piece molecular cluster, C6H18N3 overall, with properties calculated with ωB97M-V/def2-TZVPD.

Structure (XYZ):
```
27
Properties=species:S:1:pos:R:3
C 0.910 1.159 -1.395
C -1.750 -0.407 -1.643
C -1.839 -0.399 0.816
C 1.750 0.387 1.842
C -0.099 1.036 -0.340
C -0.931 -0.341 -0.391
N 2.191 -0.946 1.205
N -0.746 2.117 0.000
N -0.015 -1.504 -0.234
H 1.294 0.239 -1.751
H 1.807 1.756 -1.227
H 0.459 1.613 -2.390
H -1.202 -0.215 -2.550
H -2.208 -1.337 -1.725
H -2.456 0.409 -1.719
H -1.280 -0.291 1.689
H -2.049 -1.422 1.052
H -2.791 0.371 0.840
H 1.194 0.218 2.740
H 2.670 0.947 1.819
H 1.485 -1.520 0.702
H 2.822 -0.668 0.371
H -0.235 3.091 0.125
H -1.651 2.028 0.411
H -0.477 -2.337 0.180
H 2.498 -1.697 1.875
H 0.417 -1.813 -1.190
```

Calculated values
E_HOMO (spin up / spin down) = -10.548 / -10.548 eV
Multiplicity = 1
Charge = +1
Kohn-Sham gap (spin up / spin down) = 7.0441 / 7.0433 eV

=====

Arrangement B

Below is a 2-piece molecular cluster, C6H18N3 overall, with properties calculated with ωB97M-V/def2-TZVPD.

Structure (XYZ):
```
27
Properties=species:S:1:pos:R:3
C 0.601 1.230 -1.241
C -0.823 1.705 -0.769
C 0.608 0.933 -2.712
C 1.679 2.190 -0.796
H 0.834 0.392 -0.646
H -1.489 0.767 -0.828
H -1.167 2.528 -1.303
H 0.380 -0.123 -2.694
H -0.095 1.701 -3.190
H 1.564 1.033 -3.124
H 2.558 1.754 -1.447
H 1.537 3.296 -1.310
H 2.041 2.197 0.101
H -0.747 2.101 0.310
C -0.062 -2.788 0.169
C -0.759 -1.283 1.938
N 0.265 -1.778 1.207
N -2.043 -1.262 1.669
N -0.350 -0.548 3.036
H 1.263 -1.889 1.612
H -2.505 -2.092 1.450
H -2.712 -0.695 2.172
H 0.675 -0.218 3.038
H -1.039 -0.165 3.698
H 0.622 -3.782 0.528
H 0.366 -2.443 -0.891
H -1.203 -2.763 0.020
```

Calculated values
E_HOMO = -13.420 eV
Multiplicity = 1
Charge = +1
Kohn-Sham gap = 10.1395 eV

=====

According to the calculations, the structures order from most to least stable as arrangement B, arrangement A.